1) Below is one molecule with the formula C4H6N2O2, with properties calculated with ωB97M-V with the def2-TZVPD basis set.

Atoms and positions in Å:
1 C -2.443 -0.847 0.615
2 N -1.542 -0.656 -0.335
3 N -0.415 -0.044 0.173
4 C 0.001 1.267 -0.576
5 C 0.607 -0.018 -0.707
6 C 1.781 -0.487 -0.121
7 O 2.272 -1.719 -0.324
8 O 2.220 0.488 0.891
9 H -3.447 -1.067 0.197
10 H -2.589 -0.170 1.633
11 H -0.219 1.797 -1.690
12 H 0.361 2.209 0.195
13 H 0.544 -0.666 -1.665
14 H 2.870 -0.087 1.714

Its SMILES is C=NN1C[C@H]1C(=O)O. The LUMO energy is 0.3 eV.

2) Below is one molecule with the formula C4H6N2O2, with properties calculated with ωB97M-V with the def2-TZVPD basis set.

Atoms and positions in Å:
1 H 3.195 -0.687 0.028
2 N 2.933 0.305 -0.082
3 C 1.705 0.410 -0.109
4 N 0.700 -0.600 -0.027
5 C -0.509 -0.086 0.395
6 C -1.779 -0.702 -0.233
7 C -0.261 1.468 0.095
8 O -1.031 2.356 -0.105
9 O 1.150 1.620 -0.060
10 H 0.924 -1.542 -0.100
11 H -0.623 -0.057 1.487
12 H -2.470 -1.226 0.446
13 H -2.461 0.069 -0.631
14 H -1.474 -1.326 -1.104

Its SMILES is [H]/N=C1\N[C@H](C)C(=O)O1. The LUMO energy is 0.6 eV.

Which structure is most stable? 2), by 6.680 eV over the runner-up.

1) Below is one molecule with the formula C4H6N2O2, with properties calculated with ωB97M-V with the def2-TZVPD basis set.

Atoms and positions in Å:
1 H -3.819 -0.283 0.379
2 N -2.926 0.164 -0.166
3 C -1.890 -0.644 0.079
4 N -0.600 -0.288 -0.172
5 C -0.165 0.962 -0.107
6 C 1.158 1.374 -0.068
7 O 2.358 0.640 0.034
8 C 2.515 -0.682 0.001
9 O 1.547 -1.472 -0.238
10 H -2.053 -1.702 0.439
11 H -0.012 -1.041 -0.237
12 H -0.978 1.562 -0.031
13 H 1.272 2.500 -0.222
14 H 3.593 -1.091 0.308

Its SMILES is [H]/N=C/N/C=C\OC=O. The LUMO energy is 0.6 eV.

2) Below is one molecule with the formula C4H6N2O2, with properties calculated with ωB97M-V with the def2-TZVPD basis set.

Atoms and positions in Å:
1 H 0.898 2.209 0.042
2 N 1.685 1.475 0.327
3 C 1.271 0.288 -0.009
4 C 1.968 -1.066 -0.032
5 N -0.201 0.107 -0.334
6 C -1.353 0.871 -0.235
7 O -1.347 2.087 -0.308
8 C -2.621 -0.054 0.364
9 O -2.481 -1.247 -0.099
10 H 2.425 -1.211 -1.120
11 H 1.218 -2.001 -0.039
12 H 2.667 -1.347 0.745
13 H -0.704 -0.691 -0.496
14 H -3.425 0.579 1.194

Its SMILES is [H]/N=C(/C)NC(=O)C=O. The LUMO energy is -0.7 eV.

Which structure is most stable? 1), by 0.774 eV over the runner-up.